(1)
Formula: C7H17O4P
Source: OMol25
Level of theory: the ωB97M-V functional and the def2-TZVPD basis

The geometry in XYZ format:
```
29
C7H17O4P (the ωB97M-V functional and the def2-TZVPD basis)
C -2.44 0.34 0.36
H -1.67 2.58 -0.72
O 1.38 0.05 -0.70
H -2.97 1.21 0.86
H -0.02 2.10 -1.22
C -1.04 1.76 -1.07
H -1.27 -2.16 -1.36
H -2.99 0.10 -0.55
O 3.90 0.27 -0.81
H -0.87 2.41 1.53
H 0.49 -2.11 -1.70
O -0.04 -1.27 0.95
H 1.07 -2.98 0.36
O 2.62 1.60 0.84
H -0.60 -3.35 1.08
H 3.48 2.01 0.81
C 0.33 -2.72 1.06
P 2.67 0.05 0.22
H -0.86 -0.89 -2.43
C -0.29 -0.68 -0.20
H 0.90 -3.00 1.92
H 0.62 1.65 1.28
H -2.69 -0.60 1.07
H 3.80 0.94 -1.59
H -1.32 1.32 -2.01
H -0.41 0.70 2.15
C -0.99 0.70 0.03
C -0.41 1.42 1.30
C -0.38 -1.47 -1.48
```

***

(2)
Formula: C4H6N3
Source: OMol25
Level of theory: the ωB97M-V functional and the def2-TZVPD basis

The geometry in XYZ format:
```
13
C4H6N3 (the ωB97M-V functional and the def2-TZVPD basis)
C 1.66 -0.60 -0.44
C 0.61 -0.14 0.58
N -0.60 -0.95 0.80
H 1.17 -0.13 1.56
C -1.58 -0.79 0.08
C 0.00 1.15 0.49
H 1.30 -0.77 -1.40
H -2.95 -0.84 -1.28
N -0.53 2.18 0.56
H 2.07 -1.59 -0.39
N -2.54 -0.42 -0.52
H 2.56 0.04 -0.56
H -1.16 2.86 0.52
```

Values from the calculation:
- charge = +1
- structure (SMILES) = C[C@@H](C#[NH+])N=C=N

***

(3)
Formula: C5H11O2
Source: OMol25
Level of theory: the ωB97M-V functional and the def2-TZVPD basis

The geometry in XYZ format:
```
18
C5H11O2 (the ωB97M-V functional and the def2-TZVPD basis)
H -0.36 -1.05 0.35
O 0.08 0.94 -1.49
H 1.15 -1.95 0.57
H -0.32 -2.82 -0.03
H -0.11 -1.62 -2.29
H 0.08 1.27 -0.52
H 1.87 0.17 -0.76
C -1.02 1.00 1.38
H -1.82 1.26 0.64
H 1.68 0.20 -2.53
C 0.25 -1.86 -0.10
O 0.18 1.36 1.05
C 1.13 0.02 -1.57
H -2.50 0.15 2.50
C -1.46 0.32 2.48
H -0.89 0.01 3.32
C 0.70 -1.46 -1.52
H 1.54 -2.07 -1.81
```

Values from the calculation:
- charge = -1

***

(4)
Formula: C4H12
Source: OMol25
Level of theory: the ωB97M-V functional and the def2-TZVPD basis

The geometry in XYZ format:
```
16
C4H12 (the ωB97M-V functional and the def2-TZVPD basis)
H -0.63 -0.64 0.44
H 2.38 2.13 -0.57
H -0.72 -2.42 -1.35
H 2.36 0.43 -0.29
H -2.49 -2.19 -1.47
H -1.25 -0.93 -1.86
H 1.98 2.15 1.76
H -1.50 -1.97 1.04
C 1.21 1.63 1.19
H -2.38 -0.61 0.44
C -1.51 -1.25 0.26
C 1.73 1.31 -0.23
H 0.28 2.15 1.08
H 0.92 1.30 -0.96
C -1.54 -1.74 -1.19
H 1.16 0.66 1.69
```

Values from the calculation:
- structure (SMILES) = CC.CC

***

What did we get for relative energy (zero: lowest compared OMol25 entry of this formula, charge and spin)? Answer: 3.932, 3.036, 1.612, 0.325 eV, in the order shown.
What did we get for gap between HOMO and LUMO? Answer: 8.725, 10.320, 7.141, 12.738 eV, in the order shown.